Below is a 2-piece molecular cluster, CH4NO2P overall in a non-equilibrium geometry, with properties calculated with ωB97M-V/def2-TZVPD.

Cartesian coordinates (Å):
C1 -0.125 -0.284 0.257
N1 0.919 -0.686 -0.723
O1 1.013 -1.920 -0.858
O2 1.538 0.212 -1.283
P1 -0.593 1.407 0.333
H1 -0.740 -1.206 0.287
H2 0.588 -0.577 2.230
H3 -1.908 1.258 0.766
H4 -0.693 1.796 -1.008

As for the multiplicity: 1. The calculation puts the energy relative to the best compared isomer or geometry (same formula, charge and spin) at 195.5 kcal/mol. The value obtained for the LUMO energy (spin up / spin down) is -0.048 / -0.072 Eh. For the frontier orbital gap (spin up / spin down), the calculation gives 0.29419 / 0.28759 Eh. Its total energy is -15968.0046 eV.

These are the Mulliken partial charges, in e, on atoms 1 to 5: -0.5350, 0.8881, -0.5303, -0.5453, -0.0334